(1)
{"formula": "C4H11N2S", "method": "ωB97M-V with the def2-TZVPD basis set", "lumo_ev": -3.623, "energy_ha": -666.359063, "e_above_lowest_kcal_mol": 68.4, "max_force_ev_per_a": 6.16, "orbital_gap_ev": 9.90, "charge": 1, "species": ["H", "C", "H", "H", "H", "H", "C", "H", "H", "H", "C", "H", "H", "C", "S", "N", "N", "H"], "xyz": [[1.710, 1.172, -1.163], [2.996, 0.768, 0.318], [-2.778, -1.516, -1.069], [-1.982, 1.216, -1.296], [-3.586, -1.518, 0.490], [2.646, 1.429, 1.111], [1.880, 0.364, -0.529], [3.467, -0.097, 0.773], [3.736, 1.385, -0.243], [0.574, 1.040, 0.892], [-2.002, -0.331, 0.480], [-2.176, -2.473, 0.181], [2.198, -0.428, -1.141], [0.621, 0.239, 0.109], [-2.672, 1.150, -0.126], [-0.285, -0.552, -0.257], [-2.653, -1.542, -0.021], [-1.692, -0.304, 1.492]], "atomic_forces_ev_per_a": [[-0.4730, 1.6067, -1.6035], [1.7960, 1.2060, 1.2545], [-0.0121, 0.2639, 1.2419], [-0.1514, -0.2759, 0.2907], [0.9072, -0.5977, -1.2743], [0.0936, 0.0229, 0.2658], [1.2921, -0.6195, -1.0314], [0.3062, 0.0870, 0.1332], [-0.3542, -0.7987, 0.3551], [-0.8635, -0.6255, -0.2382], [5.6273, 0.4952, -2.4535], [-0.3370, 1.5255, 0.0173], [-0.1329, -1.3211, -0.9482], [-2.0449, 0.7400, 2.0372], [-0.4218, 0.7678, -0.2118], [-3.4072, -0.4336, 0.5942], [-1.1978, -1.5553, 0.4536], [-0.6265, -0.4877, 1.1176]], "mulliken_charge": [0.254, -1.190, 0.383, 0.194, 0.409, 0.378, -0.191, 0.311, 0.314, 0.259, -0.385, 0.374, 0.343, 0.017, -0.141, -0.549, -0.233, 0.452]}

***

(2)
{"formula": "C4H11N2S", "method": "ωB97M-V with the def2-TZVPD basis set", "lumo_ev": -2.898, "energy_ha": -666.413684, "e_above_lowest_kcal_mol": 34.1, "max_force_ev_per_a": 5.47, "orbital_gap_ev": 10.43, "smiles": "C[N@@H+]1CCS[C@H]1N", "charge": 1, "species": ["C", "H", "H", "H", "S", "N", "H", "H", "H", "N", "H", "C", "H", "H", "C", "H", "H", "C"], "xyz": [[-0.451, 1.182, -1.836], [1.084, -0.584, -2.087], [-0.017, 2.235, -1.714], [-2.329, -0.887, 1.483], [-1.831, 1.052, -0.661], [0.235, -0.517, -0.069], [-0.900, 1.008, -2.842], [-1.288, -0.633, 2.499], [-0.363, 1.148, 1.227], [-1.453, -0.615, 1.567], [-0.276, -1.415, -0.197], [0.615, 0.197, -1.366], [2.231, -1.046, 0.440], [1.033, -1.586, 1.617], [1.364, -0.773, 0.870], [1.565, 0.844, -1.084], [1.557, 0.091, 1.484], [-0.775, 0.299, 0.670]], "atomic_forces_ev_per_a": [[-0.1251, 1.1744, 0.2886], [-1.4024, 1.2626, 1.0320], [-0.7100, -1.5269, -0.7136], [-5.0829, -1.1325, -1.6893], [-0.0687, -0.7870, 0.6413], [0.3491, 0.4009, -0.2652], [0.7268, 0.1318, 0.7330], [1.4313, 0.6774, 3.2463], [0.6688, -0.5567, -0.2313], [4.1452, 1.5029, -2.6794], [0.4335, 0.6272, -0.3660], [3.8290, -0.2044, -0.0702], [2.6903, -1.1070, -1.9604], [0.4594, 1.1516, -1.3488], [-2.8763, -0.9318, 3.0818], [-1.8824, -1.3702, -0.3508], [-0.0764, 0.5661, -0.1009], [-2.5090, 0.1217, 0.7530]], "mulliken_charge": [-0.507, 0.382, 0.311, 0.144, -0.089, -0.033, 0.390, 0.174, 0.467, -0.440, 0.413, -0.502, 0.469, 0.341, -1.066, 0.284, 0.399, -0.138]}

***

(3)
{"formula": "C4H11N3", "method": "ωB97M-V with the def2-TZVPD basis set", "lumo_ev": [4.186, 4.011], "energy_ha": -323.137468, "e_above_lowest_kcal_mol": 56.6, "max_force_ev_per_a": 4.97, "s2": 0.751, "orbital_gap_ev": [2.94, 8.62], "spin_multiplicity": 2, "charge": -1, "species": ["H", "C", "H", "H", "H", "C", "C", "H", "N", "H", "N", "H", "H", "H", "H", "C", "N", "H"], "xyz": [[1.449, 1.635, -0.864], [0.370, 1.525, -0.754], [0.157, 2.440, 1.226], [0.926, -1.305, -1.399], [1.061, -1.333, 2.429], [-0.107, -0.802, -1.400], [-0.018, 1.420, 0.870], [0.609, 0.854, 2.753], [0.356, -1.025, 1.835], [-0.475, -1.031, 2.579], [-0.224, 0.458, -1.564], [-1.010, 1.075, 1.009], [-0.952, -2.681, -1.188], [-0.131, 2.420, -1.171], [1.772, 0.478, 1.520], [0.708, 0.343, 1.691], [-1.142, -1.731, -1.428], [-2.052, -1.382, -1.232]], "atomic_forces_ev_per_a": [[0.2787, -0.0501, 0.1475], [-1.2276, -0.4689, 0.8805], [-0.0602, -0.3096, 0.4273], [-1.2024, 0.3169, 0.6730], [1.9186, -1.3525, 1.3228], [1.7166, -0.2344, -0.5034], [1.3378, -1.4486, -2.9791], [0.2705, -0.7352, -1.2244], [-4.0718, -0.0921, -0.1026], [1.4570, -0.1260, -1.7834], [-1.7548, -1.0737, 1.4065], [-1.6376, 0.6313, -0.4666], [0.2263, -0.1157, 0.1608], [0.5412, -0.0394, 0.5012], [0.2518, -0.3912, -0.1876], [1.3645, 4.1474, 2.3767], [1.0685, 1.1082, -0.8089], [-0.4772, 0.2336, 0.1599]], "mulliken_spin": [-0.083, 0.036, -0.550, -0.023, -0.619, 0.174, -0.152, 0.129, 0.130, -0.621, -0.058, 0.275, -0.062, 0.046, -0.021, 2.366, 0.057, -0.024]}

***

(4)
{"formula": "C4H11N3", "method": "ωB97M-V with the def2-TZVPD basis set", "lumo_ev": [-0.299, 0.203], "energy_ha": -323.094347, "e_above_lowest_kcal_mol": 133.2, "max_force_ev_per_a": 2.06, "orbital_gap_ev": [7.21, 7.87], "charge": 0, "species": ["H", "H", "N", "H", "C", "H", "H", "C", "N", "H", "H", "N", "H", "H", "C", "H", "H", "C"], "xyz": [[1.783, 2.259, -0.505], [-0.102, -0.049, -2.828], [-0.772, 0.228, 1.396], [-0.515, -1.580, -2.041], [-0.372, -1.066, 0.810], [0.981, 2.585, 1.039], [1.975, 1.126, 0.856], [-0.517, -0.493, -1.920], [0.083, 1.124, -0.159], [1.365, -0.420, -0.822], [-1.551, -0.171, -1.788], [-1.389, -1.922, 0.788], [0.599, -1.384, 1.222], [-1.066, -2.886, 0.858], [0.310, -0.145, -0.708], [-1.757, 0.404, 1.218], [-0.327, 0.595, 2.240], [1.272, 1.795, 0.344]], "atomic_forces_ev_per_a": [[-0.0636, -0.0812, 0.0257], [-0.1110, 0.0571, -0.0006], [-0.0748, 0.6103, 0.2298], [-0.0877, -0.0059, -0.0486], [0.3273, -0.1532, 1.0132], [0.0183, 0.0382, -0.0622], [0.0700, -0.0235, -0.1173], [-0.0006, -0.1600, 0.1779], [0.4680, -1.4088, -1.4346], [-0.0693, -0.0968, 0.2911], [0.0613, 0.0092, -0.0550], [0.5983, 0.8084, -0.1799], [-0.1816, 0.0887, -0.1695], [0.1035, 0.0623, -0.3125], [-0.2005, 1.1430, -0.3120], [0.3119, 0.1541, 0.5238], [-0.8026, -0.7857, -0.0414], [-0.3669, -0.2561, 0.4720]], "mulliken_charge": [0.332, 0.377, -0.476, 0.320, -0.005, 0.313, 0.351, -1.376, -0.340, 0.360, 0.315, -0.737, 0.373, 0.254, 0.280, 0.268, 0.275, -0.883]}

***

Which value of charge does entry 1 give?
+1